Computed, not measured: a molecular structure, C47H63N2P2RhS3Si, with wB97M-V/def2-TZVPD.

Last column: Löwdin spin population.
CARTESIAN COORDINATES (ANGSTROEM)
Rh -0.503 0.970 0.188  1.89
C -3.747 -0.184 2.346  0.06
Si -2.419 -0.255 0.943  0.22
C -3.339 -0.485 -0.728  0.04
C -4.726 -0.439 -0.797  0.01
C -5.390 -0.469 -2.008  0.00
C -4.668 -0.530 -3.187  0.01
C -3.288 -0.575 -3.141  0.00
C -2.615 -0.549 -1.927  0.02
P -0.787 -0.586 -1.850  0.08
C -0.619 -2.465 -2.061  0.01
C 0.811 -2.973 -1.914  0.00
C 0.846 -4.490 -1.700  0.00
C -0.249 -5.204 -2.499  0.00
C -0.630 -4.379 -3.721  0.00
C -1.296 -3.065 -3.302  0.00
C -0.327 0.474 -3.349  0.03
C -0.188 -0.008 -4.796  0.00
C 1.078 -0.820 -5.040  0.00
C 2.310 -0.017 -4.646  0.00
C 2.200 0.424 -3.191  0.00
C 0.940 1.250 -2.969  0.03
C -1.525 -1.946 1.249  0.02
C -2.298 -3.098 1.217  0.01
C -1.745 -4.347 1.432  0.00
C -0.387 -4.454 1.677  0.00
C 0.402 -3.318 1.703  0.00
C -0.149 -2.058 1.488  0.00
P 0.809 -0.495 1.578  0.09
C 1.097 -0.360 3.421  0.02
C -0.124 0.289 4.072  0.00
C 0.183 0.611 5.531  0.00
C 0.583 -0.648 6.294  0.00
C 1.752 -1.350 5.610  0.00
C 1.410 -1.662 4.154  0.01
C 2.448 -0.709 0.670  0.02
C 3.071 0.672 0.412  0.01
C 3.999 1.145 1.521  0.00
C 5.092 0.112 1.764  0.00
C 4.465 -1.221 2.151  0.00
C 3.537 -1.714 1.047  0.01
H -4.409 -1.041 2.292  0.01
H -3.277 -0.195 3.322  0.00
H -4.343 0.718 2.265  0.00
H -5.291 -0.370 0.119  0.00
H -6.469 -0.438 -2.033  0.00
H -5.174 -0.532 -4.141  0.00
H -2.743 -0.612 -4.070  0.00
H -1.164 -2.806 -1.169  0.00
H 1.401 -2.712 -2.793  0.00
H 1.273 -2.498 -1.049  0.00
H 1.830 -4.860 -1.992  0.00
H 0.719 -4.707 -0.639  0.00
H 0.100 -6.192 -2.805  0.00
H -1.133 -5.344 -1.875  0.00
H 0.270 -4.177 -4.305  0.00
H -1.312 -4.941 -4.361  0.00
H -1.253 -2.379 -4.145  0.00
H -2.348 -3.245 -3.078  0.00
H -1.168 1.187 -3.314  0.01
H -1.060 -0.570 -5.133  0.00
H -0.147 0.895 -5.417  0.00
H 1.043 -1.738 -4.455  0.00
H 1.133 -1.099 -6.094  0.00
H 3.213 -0.613 -4.792  0.00
H 2.386 0.864 -5.289  0.00
H 2.161 -0.457 -2.544  0.00
H 3.079 1.010 -2.915  0.00
H 0.877 1.537 -1.903  0.02
H 0.990 2.170 -3.556  0.00
H -3.356 -3.011 1.013  0.00
H -2.365 -5.230 1.409  0.00
H 0.060 -5.422 1.855  0.00
H 1.456 -3.429 1.902  0.00
H 1.942 0.332 3.526  0.00
H -0.395 1.200 3.531  0.00
H -0.970 -0.401 4.013  0.00
H 0.999 1.335 5.571  0.00
H -0.689 1.067 6.004  0.00
H 0.857 -0.390 7.318  0.00
H -0.268 -1.331 6.338  0.00
H 2.636 -0.708 5.647  0.00
H 1.990 -2.277 6.136  0.00
H 2.241 -2.193 3.689  0.00
H 0.534 -2.314 4.123  0.00
H 2.035 -1.023 -0.302  0.00
H 3.644 0.620 -0.518  0.00
H 2.268 1.406 0.258  0.01
H 4.444 2.100 1.233  0.00
H 3.430 1.309 2.438  0.00
H 5.684 -0.012 0.853  0.00
H 5.762 0.451 2.556  0.00
H 5.244 -1.968 2.321  0.00
H 3.910 -1.094 3.080  0.00
H 4.138 -1.879 0.145  0.00
H 3.108 -2.678 1.315  0.00
S -1.632 2.820 -1.146  0.58
C -0.535 4.129 -0.902  0.05
C -0.405 5.116 -1.874  0.05
C 0.434 6.206 -1.690  0.00
C 0.605 7.145 -2.724  0.00
N 0.749 7.878 -3.596  -0.01
C 1.142 6.353 -0.462  0.05
C 1.020 5.369 0.509  0.01
C 0.232 4.240 0.299  0.08
S 0.247 2.988 1.477  0.22
C 1.994 7.455 -0.265  0.01
N 2.715 8.335 -0.100  0.02
H -0.962 5.028 -2.794  0.00
H 1.557 5.459 1.441  0.00
C -3.105 3.617 2.737  0.02
S -3.605 3.308 1.022  0.19
C -3.722 5.041 0.492  0.01
H -3.901 4.161 3.236  0.01
H -2.184 4.192 2.750  0.00
H -2.938 2.655 3.207  0.00
H -2.782 5.546 0.694  0.00
H -4.534 5.518 1.032  0.00
H -3.928 5.049 -0.571  0.00

Values from the calculation:
**Frontier orbital gap (alpha / beta)**: 0.211 / 0.206 hartree
**Electronic energy**: -114711.75374 eV
**Highest occupied orbital energy (alpha / beta)**: -5.8 / -7.9 eV
**Energy above the lowest of the compared OMol25 structures with the same formula, charge and spin**: 0.00 kcal/mol
**2S+1**: 5
**LUMO energy (alpha / beta)**: -0.03 / -2.32 eV